Below is a 8-piece molecular cluster, C53H107N11O2 overall at a distorted geometry, with properties calculated with wB97M-V/def2-TZVPD.

Results
Orbital gap (alpha / beta)   3.10 / 7.53 eV
F_max   5.267 eV/Å
Highest occupied orbital energy (alpha / beta)   -0.487 / -0.650 Ha

Geometry as ORCA input:
```
! RIJCOSX wB97M-V def2-TZVPD def2/J DEFGRID3
* xyz 5 2
C -2.1116 -1.1305 0.6297
C -0.9262 -0.6287 -0.0214
O 0.1523 -1.2348 0.1313
O -1.0524 0.5369 -0.3731
H -2.9951 -0.9402 0.0204
H -2.2093 -0.5891 1.5707
H -2.0446 -2.1695 0.9525
C -3.5417 6.2361 -4.3685
C -3.5365 5.7076 -2.9478
C -4.2871 4.3851 -3.0555
N -4.4162 3.4951 -1.7136
C -4.9870 2.1505 -2.1908
C -5.3745 1.1537 -1.2025
C -6.2040 1.9154 -0.1199
C -5.5966 3.1332 0.4995
C -5.3475 4.1429 -0.6567
C -3.0168 3.2011 -1.1517
H -3.1189 5.4966 -5.0485
H -2.7453 6.9800 -4.3880
H -4.5349 6.6366 -4.5716
H -3.9528 6.4138 -2.2295
H -2.5704 5.5047 -2.4856
H -4.0494 3.7595 -3.9159
H -5.3528 4.5518 -3.2129
H -5.7872 2.4896 -2.8487
H -4.3806 1.7106 -2.9825
H -5.9493 0.3943 -1.7328
H -4.4754 0.7192 -0.7656
H -7.1333 2.1798 -0.6246
H -6.6148 1.2109 0.6033
H -6.3084 3.6436 1.1483
H -4.6805 2.9160 1.0487
H -6.2032 4.6209 -1.1336
H -4.7974 5.0241 -0.3267
H -2.7444 4.0697 -0.5523
H -2.4381 2.8465 -2.0047
H -3.1047 2.4613 -0.3561
C 2.8548 -0.5033 5.3482
C 1.9981 -0.0190 4.2574
C 1.5695 1.4724 4.3342
N 0.6248 2.0108 3.2500
C -0.8415 1.4938 3.3869
C -1.7585 2.3693 2.6720
C -1.8524 3.7797 3.0337
C -0.4045 4.2735 2.6343
C 0.6097 3.5669 3.5584
C 1.2160 1.7484 1.8818
H 3.0939 -1.5145 5.0191
H 2.4499 -0.5674 6.3582
H 3.7936 0.0460 5.4177
H 1.0818 -0.5973 4.3758
H 2.4627 -0.3012 3.3126
H 2.4538 2.1064 4.3994
H 1.0216 1.7105 5.2459
H -1.1058 1.2449 4.4146
H -0.8254 0.5130 2.9117
H -2.7252 1.8952 2.8418
H -1.5934 2.2748 1.5987
H -2.3007 3.8951 4.0205
H -2.5708 4.2257 2.3460
H -0.2776 5.3560 2.6218
H -0.1555 4.0972 1.5879
H 0.5051 3.7454 4.6286
H 1.6409 3.8948 3.4278
H 2.2444 2.1087 1.8587
H 0.5480 2.1994 1.1480
H 1.1175 0.6683 1.7733
C 7.5733 2.5097 -2.8091
C 6.2615 2.4884 -2.0727
C 5.1633 3.1119 -2.9709
N 3.8452 3.3807 -2.4049
C 3.0620 4.3782 -3.3189
C 1.5612 4.6299 -2.9321
C 0.6719 3.4057 -2.5622
C 1.5686 2.4306 -1.6324
C 2.9530 2.1604 -2.2626
C 3.9983 4.0946 -0.9540
H 8.3455 2.1639 -2.1219
H 7.7294 3.5133 -3.2045
H 7.5028 1.8987 -3.7090
H 6.1778 2.9522 -1.0898
H 5.8759 1.4690 -2.0562
H 5.2446 2.4863 -3.8598
H 5.5571 4.0638 -3.3272
H 3.0849 4.0339 -4.3528
H 3.6813 5.2735 -3.2637
H 1.2014 5.4322 -3.5763
H 1.6846 5.1955 -2.0085
H 0.2645 2.9218 -3.4499
H -0.2321 3.8322 -2.1275
H 1.0112 1.4939 -1.6363
H 1.6904 2.8495 -0.6335
H 2.8411 1.6863 -3.2377
H 3.3840 1.4170 -1.5920
H 4.6668 4.9549 -0.9871
H 4.3188 3.3636 -0.2116
H 3.0472 4.4314 -0.5415
C -0.5737 -7.0290 -3.7495
C -0.0143 -5.6013 -3.9029
N -0.8144 -4.5385 -3.3002
C -1.2508 -4.4448 -1.9887
C -2.2375 -3.4402 -1.9979
N -2.0340 -2.6583 -3.0893
C -1.0740 -3.3176 -3.8448
C -2.7362 -1.3884 -3.3778
H 0.2085 -7.7147 -4.0753
H -1.4310 -7.2642 -4.3803
H -0.8127 -7.1742 -2.6960
H 0.2795 -5.2753 -4.9007
H 0.9260 -5.5091 -3.3593
H -1.1589 -5.2554 -1.2810
H -2.8441 -3.1786 -1.1435
H -0.7483 -2.9254 -4.7969
H -3.0258 -1.2871 -4.4237
H -2.0740 -0.5256 -3.3057
H -3.6213 -1.3360 -2.7438
C 5.5834 -3.6886 5.1571
C 5.1518 -4.2630 3.7779
N 3.9494 -3.5368 3.2791
C 3.8843 -2.5500 2.3623
C 2.5690 -2.3392 2.0512
N 1.7806 -3.0573 2.9383
C 2.6646 -3.8133 3.7326
C 0.3209 -2.9799 2.8712
H 6.4070 -4.2946 5.5348
H 4.7018 -3.7143 5.7975
H 5.8914 -2.6518 5.0221
H 4.8943 -5.3219 3.7527
H 5.9124 -4.2436 2.9973
H 4.7602 -2.3444 1.7650
H 2.2459 -1.6089 1.3241
H 2.3234 -4.6605 4.3091
H -0.0868 -3.4186 1.9605
H -0.0344 -1.9555 2.9835
H -0.1718 -3.6067 3.6145
C -1.0386 -6.1495 4.3161
C -2.5588 -5.8612 4.2871
N -2.9650 -4.5699 3.6658
C -3.6996 -4.3727 2.4954
C -4.1678 -3.0639 2.3694
N -3.8422 -2.4027 3.5495
C -3.1532 -3.3340 4.3190
C -4.0745 -0.9976 3.8406
H -0.6548 -6.2432 3.3002
H -0.9368 -7.1383 4.7634
H -0.5005 -5.4272 4.9301
H -2.9726 -5.7310 5.2870
H -3.0396 -6.6850 3.7595
H -3.8665 -5.1652 1.7809
H -4.7700 -2.5525 1.6330
H -2.9023 -3.2075 5.3618
H -4.2120 -0.9009 4.9176
H -4.9000 -0.5525 3.2851
H -3.1450 -0.4948 3.5738
C 2.3342 -3.9429 -0.8347
C 3.2260 -2.9159 -1.6058
N 2.7242 -2.3619 -2.7756
C 3.1168 -2.5053 -4.1000
C 2.3655 -1.7458 -4.9377
N 1.4423 -1.0969 -4.1182
C 1.6678 -1.4626 -2.8179
C 0.5587 -0.0299 -4.4988
H 2.7985 -4.5884 -0.0892
H 1.7308 -4.6454 -1.4097
H 1.5083 -3.3351 -0.4653
H 4.1304 -3.4641 -1.8695
H 3.6271 -2.0965 -1.0092
H 3.8819 -3.2298 -4.3368
H 2.2374 -1.6590 -6.0065
H 1.1489 -1.0973 -1.9441
H -0.2343 -0.5070 -5.0747
H 1.1260 0.6756 -5.1059
H 0.1251 0.5597 -3.6911
*
```

=====

Below is C13H16Br3F9O6 as an isolated structure at a distorted geometry, with properties calculated with wB97M-V/def2-TZVPD.

Results
Orbital gap   7.06 eV
F_max   15.176 eV/Å
Highest occupied orbital energy   -0.272 Ha
Energy above the lowest of the compared OMol25 structures with the same formula, charge and spin   461.7 kcal/mol

Geometry as ORCA input:
```
! RIJCOSX wB97M-V def2-TZVPD def2/J DEFGRID3
* xyz 0 1
C -0.5760 -0.1131 -0.5710
Br 0.7318 1.4238 -0.6571
Br -0.2370 -1.3600 -2.1333
Br -2.3987 0.7783 -0.6291
H -0.4008 -0.5944 0.3912
C -2.7138 -3.5512 0.0007
C -3.5652 -2.4139 0.5521
O -2.7369 -1.3183 0.9669
C -2.4394 -1.1314 2.3818
O -2.7180 -1.9462 3.2985
C -1.7935 0.1927 2.8045
F -2.6514 1.1801 2.6205
F -1.2969 0.2118 4.0248
F -0.8272 0.4965 1.9587
H -2.0202 -3.9263 0.7532
H -2.1423 -3.2981 -0.8923
H -3.2894 -4.4713 -0.1003
H -4.0330 -2.8311 1.4438
H -4.2650 -2.0437 -0.1973
C 1.4365 0.0747 -2.6513
C 2.0636 -1.3343 -2.7623
O 3.3254 -1.3890 -3.6267
C 4.1032 -2.5530 -3.4736
O 3.7195 -3.5575 -2.8029
C 5.5430 -2.4467 -4.1806
F 5.6036 -3.3473 -5.2016
F 5.7510 -1.2102 -4.7570
F 6.4476 -2.6528 -3.2587
H 1.4432 0.5516 -3.6314
H 2.0221 0.7028 -1.9801
H 0.3759 -0.0769 -2.4503
H 1.2709 -2.0304 -3.0363
H 2.3338 -1.6514 -1.7551
C 1.0480 2.1665 1.1924
C -0.4080 2.5241 0.7815
O -1.2010 2.9483 1.9838
C -1.0549 4.2441 2.5239
O -0.4521 5.1321 1.8887
C -1.7270 4.3705 3.9273
F -2.5638 5.3754 3.9345
F -2.3186 3.2292 4.2740
F -0.8616 4.5894 4.9056
H 1.6587 2.9720 1.6002
H 1.6694 1.8522 0.3539
H 1.0958 1.2742 1.8165
H -0.8387 1.6529 0.2880
H -0.1126 3.3055 0.0813
*
```

=====

Below is a 2-piece molecular cluster, CH5NO overall, with properties calculated with wB97M-V/def2-TZVPD.

Results
Orbital gap   11.04 eV
F_max   0.722 eV/Å
Highest occupied orbital energy   -0.379 Ha
Energy above the lowest of the compared OMol25 structures with the same formula, charge and spin   16.4 kcal/mol

Geometry as ORCA input:
```
! RIJCOSX wB97M-V def2-TZVPD def2/J DEFGRID3
* xyz 0 1
C -0.2248 -0.9878 -0.8894
N -0.4647 -1.3815 -2.0678
H -0.6278 -1.5839 -0.0771
H 0.4168 -0.1238 -0.6928
H -0.0897 -0.7181 -2.7464
H 0.4911 1.8995 2.8632
H 0.0125 1.0408 1.7094
O 0.4865 1.8547 1.9008
*
```

=====

Below is an isolated ion of composition C2H9N2O and charge +1 at a distorted geometry, with properties calculated with wB97M-V/def2-TZVPD.

Results
Orbital gap   11.39 eV
F_max   3.977 eV/Å
Highest occupied orbital energy   -0.545 Ha
Energy above the lowest of the compared OMol25 structures with the same formula, charge and spin   86.0 kcal/mol

Geometry as ORCA input:
```
! RIJCOSX wB97M-V def2-TZVPD def2/J DEFGRID3
* xyz 1 1
C 1.3353 -1.0518 -0.1052
C 0.2835 0.0215 -0.3028
N -1.8684 0.6577 -1.0894
N 0.1407 0.6121 1.2638
O -0.9635 -0.4850 -0.6013
H 1.3847 -1.5672 0.8166
H 2.2635 -0.5680 -0.0553
H 1.2131 -1.7260 -0.9258
H 0.5405 0.8436 -0.9214
H -1.9460 0.7396 -2.1592
H -2.7868 0.2447 -0.6869
H -0.1143 -0.0987 1.8940
H 1.0464 0.9168 1.6230
H -0.5288 1.4608 1.2498
*
```

=====

Question: The highest F_max belongs to which entry?
Answer: C13H16Br3F9O6

=====

Question: What is the F_max in the first record?
Answer: 5.267 eV/Å

=====

Question: Among the records above, which one has the highest F_max?
Answer: C13H16Br3F9O6

=====

Repeat the third record exactly.
Below is a 2-piece molecular cluster, CH5NO overall, with properties calculated with wB97M-V/def2-TZVPD.

Results
Orbital gap   11.04 eV
F_max   0.722 eV/Å
Highest occupied orbital energy   -0.379 Ha
Energy above the lowest of the compared OMol25 structures with the same formula, charge and spin   16.4 kcal/mol

Geometry as ORCA input:
```
! RIJCOSX wB97M-V def2-TZVPD def2/J DEFGRID3
* xyz 0 1
C -0.2248 -0.9878 -0.8894
N -0.4647 -1.3815 -2.0678
H -0.6278 -1.5839 -0.0771
H 0.4168 -0.1238 -0.6928
H -0.0897 -0.7181 -2.7464
H 0.4911 1.8995 2.8632
H 0.0125 1.0408 1.7094
O 0.4865 1.8547 1.9008
*
```